# 1
A single C4H8O molecule. Source: the OMol25 dataset; level of theory: ωB97M-V/def2-TZVPD.

```
13
Properties=species:S:1:pos:R:3
C 1.060 0.740 -1.199
C 0.676 0.458 0.249
C -0.796 0.132 0.429
C -1.215 -1.226 0.842
O -1.156 -0.159 1.761
H 2.141 0.878 -1.305
H 0.762 -0.091 -1.847
H 0.568 1.648 -1.564
H 1.002 1.298 0.884
H 1.216 -0.416 0.638
H -1.561 0.263 -0.317
H -2.251 -1.550 0.685
H -0.444 -1.975 0.743
```

Computed properties:
- SMILES: CC[C@H]1CO1
- Spin multiplicity: 1
- Gap between HOMO and LUMO: 11.12 eV
- Energy relative to the best compared isomer or geometry (same formula, charge and spin): 1.989 eV

# 2
A molecular structure, C22H49CaF3N7O10S. Source: the OMol25 dataset; level of theory: ωB97M-V/def2-TZVPD.

```
93
Properties=species:S:1:pos:R:3
Ca -0.123 -0.450 0.008
C -2.033 -5.167 0.215
F -2.381 -5.968 1.176
F -0.735 -5.409 -0.194
F -2.793 -5.333 -0.835
S -2.178 -3.285 0.767
O -1.850 -3.344 2.195
O -1.174 -2.558 0.118
O -3.559 -2.842 0.421
C 0.815 0.726 -3.177
O 0.483 -0.033 -2.256
N 2.025 0.904 -3.609
C 2.370 1.943 -4.537
C 3.178 0.074 -3.157
H 0.137 1.389 -3.737
H 2.608 1.593 -5.541
H 3.289 2.359 -4.124
H 1.528 2.635 -4.534
H 3.790 0.619 -2.437
H 2.771 -0.677 -2.480
H 3.819 -0.446 -3.869
C 1.649 -1.757 2.824
O 0.877 -1.077 2.147
N 1.508 -2.035 4.100
C 0.301 -1.699 4.790
C 2.497 -2.711 4.866
H 2.483 -2.314 2.371
H -0.516 -1.439 4.117
H 0.532 -0.792 5.350
H -0.164 -2.540 5.304
H 2.627 -2.110 5.766
H 2.308 -3.763 5.078
H 3.418 -2.765 4.286
C -2.606 0.131 2.516
O -1.619 -0.030 1.751
N -2.653 0.703 3.649
C -3.744 0.473 4.456
C -1.488 1.458 4.265
H -3.561 -0.341 2.237
H -4.157 1.463 4.648
H -3.443 0.107 5.438
H -4.568 -0.189 4.190
H -0.582 1.488 3.660
H -1.868 2.475 4.356
H -1.177 1.194 5.276
C -1.362 2.984 0.063
O -0.487 2.121 -0.104
N -1.466 4.072 -0.717
C -2.713 4.961 -0.557
C -0.723 4.236 -1.976
H -2.071 2.879 0.899
H -3.322 4.745 -1.434
H -2.413 6.009 -0.577
H -3.310 4.751 0.330
H -1.393 4.386 -2.823
H -0.154 5.163 -1.910
H 0.080 3.521 -2.158
C -3.295 -0.423 -1.427
O -2.092 -0.267 -1.216
N -3.994 0.469 -2.155
C -3.536 1.805 -2.555
C -5.378 0.231 -2.296
H -3.880 -1.297 -1.102
H -4.237 2.472 -2.053
H -3.798 1.870 -3.611
H -2.524 2.098 -2.274
H -5.721 -0.796 -2.170
H -5.873 0.884 -1.577
H -5.638 0.504 -3.319
C 2.869 1.293 0.475
O 1.913 0.716 0.028
N 3.451 2.369 -0.038
C 4.610 2.964 0.666
C 2.897 3.176 -1.171
H 3.377 0.908 1.372
H 5.489 2.704 0.077
H 4.817 2.617 1.679
H 4.414 4.036 0.678
H 2.725 4.238 -0.998
H 3.663 3.309 -1.935
H 1.987 2.706 -1.544
C 2.521 -2.770 -0.856
O 1.548 -2.016 -0.617
N 2.478 -3.979 -1.530
C 3.759 -4.621 -1.711
C 1.385 -4.528 -2.297
H 3.543 -2.564 -0.500
H 4.574 -4.249 -1.091
H 4.057 -4.475 -2.749
H 3.774 -5.680 -1.455
H 1.418 -5.613 -2.387
H 0.423 -4.235 -1.878
H 1.569 -4.346 -3.356
```

Computed properties:
- Net charge: +1
- Spin multiplicity: 1
- Gap between HOMO and LUMO: 8.80 eV
- Energy relative to the best compared isomer or geometry (same formula, charge and spin): 0.000 eV

# 3
A molecular structure, C30H45LaN8O6P2S2. Source: the OMol25 dataset; level of theory: ωB97M-V/def2-TZVPD.

```
94
Properties=species:S:1:pos:R:3
La -0.101 -0.439 -0.684
C -2.853 4.395 0.835
N -2.105 3.134 1.026
C -2.673 2.153 1.920
P -0.540 3.049 0.592
O 0.058 1.642 0.759
O -0.605 3.574 -0.964
P -0.949 2.732 -2.344
O -1.008 1.246 -2.058
N -2.317 3.296 -3.027
C -3.584 2.534 -2.900
C -2.505 4.739 -3.435
N 0.381 3.184 -3.198
C 0.669 2.388 -4.409
C 1.307 4.292 -2.958
N 0.425 4.178 1.268
C 1.267 3.779 2.454
C 0.186 5.632 1.139
H -3.233 4.731 1.816
H -3.685 4.213 0.120
H -2.234 5.176 0.448
H -2.684 2.548 2.955
H -2.125 1.205 1.935
H -3.695 1.998 1.561
H -3.410 1.620 -2.302
H -3.930 2.255 -3.901
H -4.357 3.159 -2.428
H -1.610 5.326 -3.370
H -3.243 5.168 -2.737
H -2.882 4.732 -4.506
H 0.206 1.418 -4.308
H 1.742 2.224 -4.431
H 0.384 2.876 -5.355
H 0.900 5.102 -2.363
H 1.569 4.762 -3.935
H 2.192 3.952 -2.445
H 1.823 2.849 2.360
H 0.630 3.760 3.343
H 2.049 4.563 2.655
H -0.241 5.868 0.106
H 1.119 6.190 1.206
H -0.509 5.994 1.927
S -1.452 -1.526 1.744
C -3.117 -1.980 1.572
C -3.641 -2.957 2.392
N -4.137 -3.834 2.998
C -3.907 -1.508 0.520
S -3.196 -0.551 -0.714
C -5.241 -1.908 0.333
N -6.273 -2.352 0.103
C 3.042 -1.614 -4.111
C 1.798 -1.619 -3.329
O 1.691 -0.803 -2.317
C 0.775 -2.519 -3.783
C 0.925 -3.322 -4.907
C -0.164 -3.765 -5.634
C -1.443 -3.623 -5.096
C -1.639 -3.137 -3.839
C -0.533 -2.627 -3.119
O -0.692 -2.277 -1.865
H 3.817 -0.870 -3.731
H 2.813 -1.319 -5.190
H 3.595 -2.594 -4.135
H 1.918 -3.412 -5.340
H 0.091 -4.098 -6.669
H -2.276 -4.017 -5.738
H -2.617 -3.076 -3.385
C 3.184 -5.651 5.676
C 2.305 -4.440 5.838
N 1.972 -3.680 4.609
C 0.590 -3.134 4.604
C -0.485 -4.174 4.384
C 3.120 -3.122 4.048
O 4.223 -3.186 4.602
C 3.010 -2.390 2.729
C 4.119 -1.592 2.356
C 4.072 -0.655 1.326
C 2.995 -0.728 0.517
N 1.914 -1.475 0.797
C 1.944 -2.305 1.856
H 3.241 -6.167 6.660
H 4.183 -5.363 5.406
H 2.815 -6.343 4.908
H 2.805 -3.697 6.523
H 1.353 -4.682 6.331
H 0.532 -2.435 3.743
H 0.350 -2.452 5.488
H -1.509 -3.712 4.292
H -0.400 -4.984 5.143
H -0.308 -4.714 3.461
H 5.012 -1.747 2.907
H 4.899 0.041 1.186
H 3.015 -0.101 -0.407
H 1.081 -2.996 1.884
```

Computed properties:
- Spin multiplicity: 1
- Gap between HOMO and LUMO: 5.43 eV